No. 1
ORCA calculation (ωB97M-V/def2-TZVPD) on 2 unconnected molecules or ions with the total composition C6H17ClOSi2.

Atoms and positions in Å:
C 0.33018 -0.44312 -1.20165
C -2.67621 -1.59091 0.62876
H -2.90484 -2.19185 -0.24199
Si 1.81534 0.09063 -0.19955
O -3.52351 0.41350 -0.50117
H 1.76279 -0.86960 2.03646
H 1.36873 2.43634 -1.08749
C 1.59325 0.09519 1.63898
C 2.23946 1.93230 -0.63249
H -2.87486 -2.24897 1.56309
H 2.95866 -1.90329 -0.93190
H 0.23356 -0.39520 -2.30918
H -2.51298 1.55762 -2.29252
H 4.02439 -0.42409 -1.08590
H 0.74573 0.56086 2.10297
H -4.69125 -0.98193 0.43034
Cl -1.43324 2.72279 0.28057
H 3.07601 2.26147 -1.15596
H 2.35222 0.85005 1.94764
C 3.30933 -1.00367 -0.48835
H -0.09780 -1.39756 -0.81253
C -3.74969 -0.46765 0.57529
H -1.71876 -1.17866 0.50710
H 3.93953 -1.36786 0.34577
H -3.68522 0.04190 1.45671
Si -2.09661 1.18595 -0.91516
H 2.21582 2.31576 0.34216

Forces on the atoms, in the same order (eV/Å):
-2.46 0.21 0.12
-2.92 -0.94 0.85
0.34 -0.48 -0.22
0.14 1.55 -0.76
1.31 0.73 -0.41
0.34 -0.89 0.73
0.18 -0.39 -0.11
0.27 1.79 -0.10
-2.68 -1.37 -0.17
0.75 1.21 -1.46
0.00 -0.77 -1.05
0.41 -0.02 0.87
0.44 0.33 0.31
-0.28 -0.49 -0.47
-1.05 -0.12 -0.10
-0.45 0.44 0.06
-0.37 -0.16 -0.07
1.69 0.14 -0.79
0.24 -0.98 0.01
0.93 0.47 0.66
0.20 0.62 -0.51
1.29 -2.34 -1.37
1.44 0.28 0.44
-0.68 0.50 0.17
-0.40 1.57 2.47
0.86 -1.95 -0.63
0.48 1.06 1.51

Output
relative energy (zero: lowest compared OMol25 entry of this formula, charge and spin) = 27.7 kcal/mol
charge = 0
frontier orbital gap = 7.9 eV
HOMO energy = -8.172 eV
E_tot = -36822.530 eV

=====

No. 2
ORCA calculation (ωB97M-V/def2-TZVPD) on a molecular structure, C32H45GeO5S2SiW.

Atoms and positions in Å:
O 1.00846 0.34532 1.73699
O 4.06322 5.02617 1.74207
H -5.00389 1.35899 -1.96030
H -3.93486 0.35510 3.11571
C -0.91442 -3.00320 0.33842
C 3.04445 2.98752 -1.78718
W 0.18179 1.05780 0.31414
Ge 1.89848 3.26409 1.17130
C -0.44548 -4.84144 2.39891
H 3.33131 0.90895 -3.67974
C 2.12096 1.83311 -2.16793
C 0.24692 -3.78604 0.35464
C 4.90269 6.20306 2.01943
C -3.95399 -2.26899 -1.17946
C -3.17276 0.18004 2.35528
C 2.82989 5.22343 1.46455
H 4.67525 6.54657 3.02544
H -0.05988 -0.42679 -3.40683
C 2.79304 -1.15239 1.11060
H 0.90988 -3.62537 -6.06817
C 2.09984 -0.52071 2.29989
H -3.65804 -0.22197 1.46582
H -0.89372 1.33566 3.51062
H 0.82650 -1.00928 3.97507
C -4.71040 0.34256 -1.72495
C -1.60599 -4.07922 2.39802
C -2.48210 1.49533 2.04921
H -6.71677 -0.41371 -1.79257
H 3.59664 1.04808 2.43931
H 0.88166 3.35773 -3.13677
H 1.18184 1.92982 -4.12538
C 1.36432 -1.51676 3.17367
H 2.41401 1.02777 3.77932
H -2.33805 -4.20516 3.18588
H 2.47903 3.87250 -1.48892
H 4.68816 6.96938 1.27870
H 3.73609 0.39801 -2.03719
C 2.99656 0.41188 3.09178
C -2.97300 -1.27370 -1.24520
H 2.10587 -1.78189 0.54474
C 0.48975 -1.92461 -4.82818
H -6.04091 -2.74225 -1.30629
H -3.67545 -3.29990 -0.98633
H 0.03949 1.84655 -2.80696
H 0.83814 -1.20606 -5.56004
H 3.68008 -0.19193 3.68843
O -1.48583 1.18389 1.00246
C -3.37327 0.03288 -1.52437
H 3.60514 -1.78087 1.47617
H -0.27101 -5.56089 3.18906
Si -1.20116 -1.80339 -1.05428
H -2.46013 -0.54819 2.74536
S 1.83381 6.45526 1.30435
H 0.66572 -2.11276 2.58388
O -0.28873 -0.39503 -0.66937
C -5.67318 -0.65330 -1.63569
H 3.73054 2.68064 -0.99018
C 2.91314 0.65196 -2.70685
H -2.76288 -2.60746 1.37075
H 2.26795 -0.22101 -2.82863
H 2.09272 -2.19127 3.62510
C 0.48143 -4.69671 1.37389
H -1.28741 3.01346 3.04118
S -0.03166 3.55822 0.32099
H 3.22309 -0.39401 0.45567
H -2.36551 2.10287 4.09576
H 0.96834 -3.70095 -0.45252
H 0.08718 -5.26002 -4.40671
H -4.11215 2.86378 2.23877
H 3.65608 3.26548 -2.64567
C -0.00830 -1.49332 -3.60802
O 1.51323 1.35367 -0.93387
H -2.87221 3.40323 1.10792
C 0.52959 -3.28334 -5.11439
C 0.06623 -4.20108 -4.18269
H -4.00394 2.10973 0.64504
C -5.29429 -1.96123 -1.36556
C -3.42238 2.53118 1.46227
H -0.78807 -4.49657 -2.24728
H 5.92149 5.84522 1.94280
C -1.83731 -3.17143 1.37554
C -1.69601 2.02290 3.23976
C 0.98956 2.27456 -3.11066
C -0.42589 -3.76325 -2.96038
H 1.37605 -5.30618 1.36095
H -2.63946 0.82314 -1.60636
C -0.46514 -2.40384 -2.65373

Forces on the atoms, in the same order (eV/Å):
-0.05 0.79 -0.36
-0.01 0.08 -0.04
0.01 -0.03 0.02
-0.01 -0.01 -0.01
-0.02 0.03 -0.09
0.03 -0.13 -0.09
-1.21 -2.25 -0.52
0.85 1.01 0.23
0.02 -0.01 0.00
0.02 0.00 0.00
0.07 0.04 -0.06
0.03 0.01 -0.05
0.05 0.01 0.02
-0.06 0.02 0.02
0.00 0.07 0.06
-0.28 0.14 -0.04
-0.02 0.01 -0.01
0.01 -0.05 -0.01
0.05 -0.06 0.14
0.00 0.00 0.02
0.03 -0.17 0.04
0.02 0.01 -0.04
0.01 -0.03 0.00
0.01 0.01 -0.01
-0.02 0.06 0.00
0.02 -0.02 0.07
-0.12 0.16 -0.01
0.01 0.00 0.01
-0.03 -0.01 0.01
-0.03 0.01 0.06
0.05 0.05 -0.02
0.05 -0.02 -0.03
0.00 -0.03 -0.01
0.01 0.00 -0.02
-0.03 0.03 -0.02
0.01 -0.01 -0.01
-0.02 -0.01 0.01
-0.01 -0.08 0.01
0.15 -0.08 0.21
0.00 0.03 0.02
-0.01 0.01 0.02
0.01 0.01 -0.01
0.00 0.01 0.02
-0.14 -0.11 0.04
-0.02 -0.02 0.01
0.03 -0.01 -0.01
0.48 0.01 0.05
-0.05 -0.06 -0.04
0.02 -0.03 -0.01
0.00 0.01 -0.02
-0.18 -0.37 -0.33
0.00 -0.01 -0.01
0.19 -0.18 0.06
0.02 0.04 0.02
-0.11 0.50 -0.04
0.00 -0.02 -0.02
0.02 -0.02 -0.05
-0.06 -0.03 -0.03
0.02 0.01 0.00
0.06 0.07 -0.01
-0.01 -0.01 0.00
0.00 -0.01 0.02
0.02 -0.01 -0.03
0.04 -0.03 0.02
0.00 0.02 -0.01
-0.01 0.02 0.02
-0.03 -0.01 0.01
0.00 0.03 0.00
-0.02 -0.01 -0.01
-0.01 0.04 -0.02
-0.02 0.08 -0.09
-0.01 0.36 0.64
0.00 -0.01 0.02
-0.02 0.00 0.00
0.01 -0.02 0.00
0.00 -0.03 -0.06
0.02 0.00 -0.01
-0.01 -0.02 0.13
0.03 0.02 -0.01
0.02 0.00 0.02
-0.05 0.07 -0.04
-0.18 -0.02 0.05
0.26 0.03 -0.06
-0.01 -0.13 -0.04
-0.01 0.01 0.00
0.10 0.12 -0.01
0.01 0.16 0.29

Output
relative energy (zero: lowest compared OMol25 entry of this formula, charge and spin) = 61.1 kcal/mol
charge = +2
<S²> = 0.76
frontier orbital gap (spin up / spin down) = 6.3 / 4.8 eV
2S+1 = 2
HOMO energy (spin up / spin down) = -13.428 / -13.428 eV
E_tot = -132030.373 eV

=====

No. 3
ORCA calculation (ωB97M-V/def2-TZVPD) on 2 unconnected molecules or ions with the total composition C2H4O4.

Atoms and positions in Å:
O 0.66689 -0.83838 -3.19943
H -1.63375 -0.57129 2.59436
C 0.59003 0.49783 -3.52216
H 0.70944 -1.32226 -4.06895
H 0.95371 0.57360 -4.56603
H -1.27013 0.71505 4.17599
O -0.70756 -0.74309 2.91791
O 0.31254 1.45370 -2.78735
O 0.75531 0.13817 4.49561
C -0.37647 0.09668 3.96003

Forces on the atoms, in the same order (eV/Å):
-0.68 0.65 -0.67
1.36 -0.10 0.67
0.22 1.78 1.32
0.11 0.57 1.36
-0.42 0.72 0.10
0.65 0.17 0.58
-0.17 0.56 0.49
0.75 -3.72 -2.11
-4.73 -0.32 -2.21
2.90 -0.32 0.46

Output
relative energy (zero: lowest compared OMol25 entry of this formula, charge and spin) = 33.0 kcal/mol
charge = 0
frontier orbital gap = 11.3 eV
HOMO energy = -10.843 eV
E_tot = -10327.969 eV

=====

No. 4
ORCA calculation (ωB97M-V/def2-TZVPD) on a molecular structure, C34H31N6OPPd.

Atoms and positions in Å:
C 0.86795 0.06392 4.93284
C -0.31950 4.87132 -0.29680
C -1.51950 4.11323 -0.25643
H -1.27957 -1.97450 4.68633
H 5.08027 -1.51048 -0.83284
C -0.27266 0.32813 -4.49134
H 2.71592 1.91553 -1.12080
C 2.08928 -1.56392 1.99927
C 4.26622 -0.82412 -0.62188
C 3.21731 0.83282 0.80095
C -1.32314 -4.10617 1.43982
C -2.78119 4.71637 -0.47897
O -0.30392 2.14822 0.02866
C 4.04817 -0.47597 0.91756
H 5.02572 -0.28754 1.36063
H -2.03225 -5.69789 2.71681
C 0.09750 1.78744 -4.77593
C -0.90622 -1.98626 2.58759
C -1.29406 1.36049 6.11377
C -0.71175 0.21327 -3.08553
N -3.83188 5.15178 -0.69836
C -1.71354 -4.66123 2.68638
H 1.26961 -0.53311 -5.72520
C 1.29360 -0.31816 1.89537
N -1.04520 0.13733 -1.99213
H 0.69094 -1.62816 -4.45720
H -2.30835 0.51744 -5.24094
C 1.88626 0.83359 1.46732
N -2.59507 2.01172 0.07169
H 5.11074 1.04915 -0.97292
N 0.67193 5.46653 -0.31659
H 0.93809 2.10430 -4.15709
N 4.33197 0.48022 -1.28675
H -0.93625 -4.92607 -1.83446
C -1.43124 2.71306 -0.04674
H -2.13220 1.87603 6.56745
N 2.14849 -0.16178 -1.13958
H 3.94863 -2.50974 1.78910
H -2.56624 1.01302 0.10239
C 0.94371 -0.58972 -4.68496
H 1.84199 0.29236 6.82692
C -0.50718 -2.98028 -0.98009
H -0.18689 -2.57693 -1.93619
C -0.50761 -2.18415 0.13378
C 2.87378 -1.20672 -1.06377
H -1.98307 -4.34689 4.77210
H -0.07621 1.44802 7.87774
Pd 0.03375 -0.17443 -0.01140
H 1.61702 -2.43106 2.44473
H -0.74304 2.45351 -4.57924
H -3.47527 2.47412 -0.06989
H -1.13236 -0.08033 -6.42602
C -1.69255 -3.91105 3.82330
H 1.76655 -0.28250 -4.03892
C 0.93901 0.47525 6.25618
H 3.79471 1.70310 1.11080
C -1.28601 -2.55711 3.77359
P -0.45898 -0.22471 2.44958
H 0.38124 1.88165 -5.82518
H -1.73137 -1.15241 -5.14596
C -0.14040 1.12188 6.84711
C -1.32978 -4.88091 0.25424
H -1.65697 -5.91403 0.30452
H 2.48115 -2.20666 -1.22199
C -0.92845 -4.33165 -0.92748
C -1.36812 0.95154 4.78840
H 1.36988 1.78585 1.54918
C 3.05361 0.94836 -0.76510
H 1.71307 -0.44000 4.48085
C -0.91571 -2.74764 1.37888
C -1.44025 -0.12728 -5.37988
C -0.29363 0.29111 4.19486
H -2.26314 1.14822 4.20716
C 3.36569 -1.60584 1.63369

Forces on the atoms, in the same order (eV/Å):
-0.10 0.00 0.05
-0.10 -0.05 0.00
-0.04 0.16 -0.01
0.00 -0.02 -0.01
-0.02 0.01 -0.03
-0.12 -0.13 0.03
-0.04 0.01 -0.01
-0.10 0.13 0.05
-0.04 0.09 0.09
0.03 -0.12 -0.06
0.02 0.04 0.01
0.12 0.13 -0.12
0.02 -0.44 0.07
-0.15 -0.10 -0.11
0.06 0.03 -0.01
0.02 0.03 0.00
0.00 0.04 0.08
-0.06 0.03 0.02
-0.01 0.00 -0.01
0.07 0.18 -0.33
0.14 -0.14 0.14
-0.01 -0.02 -0.06
-0.01 0.01 0.04
-0.04 -0.26 0.28
-0.06 -0.17 0.00
0.01 0.05 -0.03
0.02 0.00 -0.02
-0.09 -0.04 -0.05
0.24 0.13 0.09
-0.01 -0.01 0.10
-0.13 -0.11 -0.02
-0.03 0.00 -0.02
-0.10 -0.11 -0.08
0.02 0.01 0.03
0.10 0.27 -0.16
0.04 -0.03 -0.02
-0.17 -0.07 0.09
-0.06 0.04 0.02
0.04 -0.19 -0.05
-0.04 -0.02 0.06
-0.04 0.02 -0.02
-0.01 -0.14 0.00
-0.04 0.01 -0.01
0.23 0.04 0.12
0.11 0.02 -0.17
0.00 0.04 -0.05
-0.01 -0.01 -0.02
-0.08 0.75 0.01
0.00 0.03 -0.01
0.02 -0.01 -0.02
-0.04 0.02 -0.02
-0.01 0.01 0.04
0.02 0.07 0.06
0.01 -0.01 -0.02
0.01 -0.01 -0.03
0.00 0.04 0.09
-0.01 -0.08 0.03
0.33 -0.57 0.15
0.00 -0.01 0.02
0.02 0.02 -0.03
0.01 -0.01 -0.03
-0.01 -0.04 0.03
0.02 0.04 0.01
-0.01 0.08 0.12
0.02 0.07 -0.05
0.02 -0.03 0.01
-0.03 -0.06 -0.11
0.04 0.01 0.00
0.01 0.01 0.00
-0.02 -0.11 -0.07
0.01 0.01 0.02
-0.20 0.32 -0.04
0.04 0.02 0.03
0.20 0.08 -0.09

Output
relative energy (zero: lowest compared OMol25 entry of this formula, charge and spin) = 8.9 kcal/mol
charge = 0
<S²> = 2.02
frontier orbital gap (spin up / spin down) = 6.9 / 5.2 eV
2S+1 = 3
HOMO energy (spin up / spin down) = -6.944 / -6.938 eV
E_tot = -59515.099 eV

=====

No. 5
ORCA calculation (ωB97M-V/def2-TZVPD) on 2 unconnected molecules or ions with the total composition C3H12NO3.

Atoms and positions in Å:
H -0.29017 0.77515 -1.87752
H -2.74085 1.17206 -0.83994
H -0.12602 -3.49776 0.82459
H 2.02634 1.73917 0.81364
H -1.01805 2.17392 -1.20340
C 1.58419 1.13885 0.01036
C 0.04168 1.08066 0.29021
N -0.29466 -0.16163 1.06704
O -2.05000 0.50804 -0.81483
H -1.09678 -0.51980 0.50191
H -0.26977 1.97834 0.84380
H 2.96215 -0.23818 0.39706
O -0.48770 -2.82868 0.23703
H 0.46359 -0.88061 0.93863
H 1.72803 1.50081 -1.03489
O 2.06428 -0.18734 0.06083
C -0.76795 1.13607 -0.98311
H -0.45767 -0.00787 2.06155
H -0.44174 -3.15481 -0.66347

Forces on the atoms, in the same order (eV/Å):
0.38 -0.70 -0.13
-0.15 0.00 0.02
-0.03 -0.28 -0.24
0.24 0.17 -0.61
0.66 0.23 0.04
-0.67 -0.16 -0.02
0.98 0.70 0.28
0.39 -0.28 -1.43
0.74 -0.55 0.15
-0.24 -0.20 1.29
0.25 -0.59 0.33
0.12 0.16 -0.07
0.00 0.55 0.29
-0.45 0.71 0.03
0.08 0.37 0.99
-0.11 -0.50 0.07
-1.89 0.78 -0.64
-0.39 -0.09 -0.29
0.08 -0.32 -0.05

Output
relative energy (zero: lowest compared OMol25 entry of this formula, charge and spin) = 16.4 kcal/mol
charge = +1
frontier orbital gap = 12.1 eV
HOMO energy = -15.158 eV
E_tot = -10931.436 eV

=====

No. 6
ORCA calculation (ωB97M-V/def2-TZVPD) on a molecular structure, C5H4O2.

Atoms and positions in Å:
H -2.20251 -0.18093 -0.59653
C 1.35011 0.60733 0.41527
C -0.39147 0.93833 -0.42854
C 1.07890 -0.72439 0.54419
H -1.57544 -0.14838 1.11290
H 1.55991 -1.48910 1.14716
O 2.08058 1.53852 0.33579
O -0.40913 1.90747 -1.13585
H -0.11519 -1.59029 -1.10432
C -1.33669 -0.04961 0.05540
C -0.03907 -0.80895 -0.34547

Forces on the atoms, in the same order (eV/Å):
0.12 0.03 0.06
0.63 0.36 0.07
-0.29 0.61 -0.38
-0.10 0.15 -0.06
0.10 0.01 -0.12
-0.03 0.10 -0.09
-0.47 -0.59 0.07
-0.01 -0.57 0.38
0.00 0.10 0.11
-0.09 0.14 -0.02
0.17 -0.35 -0.03

Output
relative energy (zero: lowest compared OMol25 entry of this formula, charge and spin) = 95.5 kcal/mol
charge = 0
frontier orbital gap (spin up / spin down) = 7.4 / 7.4 eV
HOMO energy (spin up / spin down) = -8.513 / -8.511 eV
E_tot = -9340.039 eV

=====

Look up the charge of the first one.
0

=====

Among the records above, which one has the lowest relative energy (zero: lowest compared OMol25 entry of this formula, charge and spin)?
C34H31N6OPPd

=====

Number 1 is which compound?
C6H17ClOSi2